1.
The following is a DFT calculation (the ωB97M-V functional and the def2-TZVPD basis) of a structure of composition C42H39AsBrClF6O3PReSb.

* gap between HOMO and LUMO (alpha / beta): 7.0 / 7.0 eV
* net charge: +1
* total energy: -227989.8308 eV

Last column: Löwdin charge in e.
Atoms and positions in Å:
H 2.372 0.107 -2.465  0.0688
C 0.337 -3.905 -1.825  -0.3442
H 3.399 -0.574 -6.555  0.1115
F -3.769 0.353 -3.069  -0.3439
C -4.170 2.799 3.346  -0.1834
H 1.253 -3.553 -4.374  0.0999
C 2.850 2.823 -1.905  -0.2014
C -3.841 0.381 6.947  -0.0660
H -0.961 2.941 0.098  0.0898
C 5.521 2.026 -1.577  -0.0848
H -4.424 -0.282 4.992  0.1159
C 1.140 1.068 1.908  -0.5617
C -1.285 3.511 2.966  -0.1732
Sb -2.621 -1.029 -3.581  1.4465
C 2.334 -2.154 -5.575  -0.0581
C 1.748 -2.593 -4.398  -0.0815
H 3.837 -3.585 -0.650  0.1132
Re -0.115 -0.486 -0.420  1.3494
H 3.020 0.224 1.363  0.1305
H 6.552 1.721 -1.465  0.1128
H 2.304 -2.784 -6.454  0.1122
C -3.648 0.189 5.586  -0.0568
C -1.429 -5.486 -1.426  -0.0578
H 4.325 -3.778 1.775  0.1092
H -1.259 0.065 3.246  0.0610
C 1.416 3.212 -2.094  -0.0211
H 3.610 4.089 -3.461  0.1187
C 1.233 -1.742 0.615  -0.3419
F -3.392 -2.097 -2.245  -0.3334
H -4.813 1.196 0.968  0.1087
P 1.007 -2.234 -1.697  0.9958
C 3.214 1.885 -0.944  -0.2570
C 0.708 -6.247 -2.226  -0.0628
H -2.445 -5.695 -1.119  0.1120
H 0.824 -1.510 2.735  0.1011
H 2.202 -4.744 -2.515  0.1106
H 4.779 0.725 -0.045  0.1238
As -2.535 2.105 2.612  1.3044
H 3.437 0.880 -4.547  0.1047
C 2.376 -0.528 -3.336  -0.0849
C -2.255 0.407 3.506  -0.2162
Cl 6.399 3.646 -3.550  0.6905
O 0.120 0.496 1.283  -0.2794
H -1.621 -3.375 -1.121  0.0777
H -4.028 2.965 4.413  0.0520
F -1.524 0.197 -4.465  -0.3245
C -2.406 2.981 -1.455  -0.1114
F -3.653 -1.573 -5.021  -0.3110
C -1.969 2.659 -0.178  -0.1140
H -1.737 4.407 2.541  0.0590
C -2.458 0.584 4.984  -0.3184
H -0.521 1.456 5.294  0.1070
H 3.021 1.993 1.576  0.1546
C -1.459 1.172 5.757  -0.0508
C -0.964 -4.179 -1.422  -0.0932
C -3.710 2.703 -1.832  -0.6971
H -0.307 3.319 2.538  0.0257
H -2.995 -0.259 3.059  0.0968
H -5.548 1.728 -1.307  0.1187
H -0.962 -7.535 -1.841  0.1102
H -2.998 1.123 8.773  0.1098
O 1.009 1.524 3.023  0.0795
C -2.846 2.059 0.725  -0.3388
C 2.461 1.147 1.180  -0.0877
C -0.596 -6.517 -1.832  -0.0635
C 5.173 2.962 -2.535  -0.6648
H -1.192 3.616 4.045  0.0528
C 2.585 -2.665 2.371  -0.0620
H -4.398 3.736 2.843  0.0580
C 3.855 3.357 -2.703  -0.0603
C -4.123 1.694 0.297  -0.0887
H 1.330 4.047 -2.787  0.0894
H -1.740 3.476 -2.148  0.1066
C 2.088 -2.363 -0.295  -0.3618
C -1.656 1.367 7.116  -0.0628
C 1.475 -1.932 1.980  -0.0996
C 2.946 -0.910 -5.632  -0.0586
F -1.437 -0.375 -1.911  -0.4988
C -4.554 2.002 -0.982  -0.1102
H -4.766 0.062 7.410  0.1106
H 0.967 3.506 -1.143  0.0731
C 3.201 -3.103 0.082  -0.0559
C 2.967 -0.094 -4.510  -0.0541
H 1.359 -7.052 -2.539  0.1107
C 1.778 -1.782 -3.266  -0.3304
H 2.779 -2.809 3.427  0.1114
H -0.874 1.815 7.714  0.1109
C 3.461 -3.221 1.437  -0.0671
H -4.987 2.095 3.201  0.0480
C -2.848 0.974 7.712  -0.0709
H 0.834 2.375 -2.492  0.0815
F -1.322 -2.351 -3.816  -0.3080
O 2.189 1.306 -0.205  -0.1118
Br -4.341 3.312 -3.489  0.8419
C 1.179 -4.945 -2.217  -0.0956
C 4.529 1.479 -0.780  0.0043


2.
The following is a DFT calculation (the ωB97M-V functional and the def2-TZVPD basis) of an isolated molecule of C5H8O2.

* relative energy (zero: lowest compared OMol25 entry of this formula, charge and spin): 2.247 eV
* gap between HOMO and LUMO: 10.2 eV
* SMILES: C1CO[C@@H]2C[C@@H]2O1
* total energy: -9407.5853 eV

Last column: natural (NBO) charge in e.
Atoms and positions in Å:
H -0.905 -1.659 0.980  0.1716
H -0.927 -2.368 -0.651  0.1890
C -0.680 -1.465 -0.080  -0.0876
H 0.259 2.230 -0.400  0.1908
C -1.460 -0.252 -0.524  -0.0981
O 0.709 -1.230 -0.269  -0.5135
H 1.051 0.405 1.932  0.2325
C 1.157 0.097 -0.288  0.0627
C 1.333 0.861 0.990  -0.4738
C 0.222 1.233 0.045  0.0513
O -1.089 0.832 0.320  -0.5154
H -1.223 -0.040 -1.579  0.1727
H -2.539 -0.381 -0.420  0.1999
H 2.202 1.514 1.024  0.2204
H 1.889 0.223 -1.081  0.1974


3.
The following is a DFT calculation (the ωB97M-V functional and the def2-TZVPD basis) of a structure of composition C28H39Cl2CoN4O4 in a non-equilibrium geometry.

* relative energy (zero: lowest compared OMol25 entry of this formula, charge and spin): 0.290 eV
* gap between HOMO and LUMO (alpha / beta): 5.9 / 5.9 eV
* spin multiplicity: 5
* total energy: -106488.6485 eV

Last column: Mulliken spin population.
Atoms and positions in Å:
O 0.696 -0.085 1.898  0.0078
H -1.968 1.133 -6.902  -0.0003
H -1.341 3.968 4.426  0.0000
Co -0.377 0.438 -2.024  2.9777
H 1.413 0.358 6.711  0.0000
H -1.971 3.036 -1.602  -0.0047
H 3.135 -0.330 2.874  0.0002
H -1.412 -3.255 1.507  -0.0004
H -1.537 2.992 5.900  0.0000
H 2.533 -0.592 -3.034  0.0046
C 3.405 -2.992 4.994  0.0000
C -1.552 -4.179 0.938  0.0007
H 2.580 1.192 -2.868  0.0062
Cl 0.756 1.664 -0.693  0.1926
C -0.757 -5.249 -1.147  -0.0003
H -1.558 0.658 -4.605  0.0019
C 3.160 0.265 -2.776  -0.0129
H 3.923 2.107 -0.783  -0.0008
H -1.477 2.408 -9.016  0.0000
C -0.811 2.479 -8.154  0.0000
H -2.617 -4.340 0.722  0.0001
H 2.147 3.939 -7.193  0.0001
H 0.281 -2.925 -1.624  0.0025
N 0.480 1.222 5.048  -0.0001
C 0.943 2.654 -5.952  0.0033
C -0.254 1.859 3.062  -0.0018
N -0.797 -4.078 -0.295  0.0015
H 4.616 -2.277 3.347  0.0000
C -0.816 3.315 5.134  0.0003
O -0.211 -1.899 0.087  0.0021
H 4.039 -3.855 5.200  0.0000
H 1.450 2.132 6.673  0.0000
C -0.250 1.910 -5.857  0.0149
H 4.911 0.860 0.047  -0.0010
H -3.973 -0.073 1.621  -0.0036
C -0.225 2.174 4.395  0.0035
H 5.300 1.344 -1.627  0.0001
N 0.963 0.327 4.170  -0.0002
H -0.719 2.387 2.249  -0.0001
H -0.064 1.271 7.054  0.0000
Cl -1.637 -1.161 -2.813  0.1438
C -2.744 2.254 -1.557  0.0255
C -3.462 0.817 1.234  0.0633
H -4.211 1.506 0.829  -0.0045
H -1.861 -0.466 0.448  0.0239
C 0.488 0.627 2.871  0.0027
H 3.504 -0.794 0.425  -0.0009
H 0.522 -1.496 6.089  0.0000
C 1.791 -0.777 4.486  0.0000
H -1.762 -5.511 -1.508  -0.0002
H -0.102 -5.059 -2.002  0.0002
C 3.735 -2.113 3.958  -0.0001
H 1.617 2.691 -5.088  0.0050
O 2.487 -1.842 -1.025  0.0001
C 0.847 1.244 6.449  0.0000
H -2.996 1.320 2.095  -0.0072
C 1.437 -1.669 5.509  0.0001
C -2.438 0.423 0.197  -0.2847
H -0.382 -6.112 -0.583  -0.0001
C 1.229 3.346 -7.125  0.0002
H 1.980 -3.459 6.567  0.0000
N 3.629 0.111 -1.419  0.0014
C -0.201 -2.903 -0.626  -0.0023
C 2.257 -2.773 5.764  0.0000
C 4.484 1.170 -0.915  0.0020
C -0.634 1.236 -4.628  -0.0137
C -1.088 1.779 -6.986  0.0001
O 0.136 1.218 -3.610  0.0400
H -3.604 2.646 -0.989  0.0235
C 2.920 -1.016 3.690  0.0000
H -1.204 -5.046 1.511  -0.0001
H -0.050 3.920 5.643  0.0000
H 4.025 0.332 -3.447  -0.0001
H -3.068 2.031 -2.587  0.0064
H 0.577 3.820 -9.136  0.0000
C 0.349 3.273 -8.216  -0.0002
C 3.178 -0.901 -0.635  0.0058
C -2.146 1.056 -0.939  0.7765


4.
The following is a DFT calculation (the ωB97M-V functional and the def2-TZVPD basis) of an isolated molecule of C18H28O10S.

* relative energy (zero: lowest compared OMol25 entry of this formula, charge and spin): 0.060 eV
* gap between HOMO and LUMO: 11.0 eV
* SMILES: CCOC(=O)C(C(=O)OCC)[C@@H]1CS(=O)(=O)C[C@H]1C(C(=O)OCC)C(=O)OCC
* total energy: -50431.7292 eV

Last column: natural (NBO) charge in e.
Atoms and positions in Å:
H 4.544 -0.840 3.427  0.2125
H -2.133 0.667 1.184  0.2581
C -1.627 -0.287 1.072  -0.6783
C 3.758 -0.589 4.135  -0.6343
C 0.072 5.421 -1.656  -0.6364
C -0.371 -0.130 -1.064  -0.2110
H -0.596 -4.354 4.321  0.2084
H 0.618 4.444 0.196  0.1978
C -0.280 4.646 -0.395  -0.0762
C 1.193 -0.919 2.391  0.8243
O -0.914 3.403 -0.719  -0.4914
C 2.657 -1.637 4.093  -0.0750
H 3.042 -2.625 4.352  0.1928
H -0.925 0.856 -5.518  0.2008
H -1.974 -5.347 3.823  0.2205
H -2.014 -4.179 1.601  0.2251
C -0.136 2.394 -1.073  0.8189
H 1.610 -1.267 0.323  0.2620
H -0.431 -4.949 1.885  0.1937
O -0.498 -2.899 2.107  -0.5199
C 0.728 -1.239 0.971  -0.4233
H 0.529 -0.183 -5.391  0.1929
H 0.833 4.888 -2.221  0.2206
C 0.064 0.748 -5.062  -0.0736
C 0.936 1.950 -5.392  -0.6363
O 0.771 -0.020 3.065  -0.5999
H 3.352 0.387 3.882  0.2233
C -0.991 1.371 -3.051  0.8171
H -1.637 -0.824 2.014  0.2740
H 1.888 1.876 -4.872  0.2156
O -0.092 0.596 -3.646  -0.5121
O 2.126 -1.785 2.771  -0.5046
H 0.204 0.802 0.801  0.2558
C -0.977 1.201 -1.528  -0.4404
C -1.276 -1.274 -1.472  -0.6734
O 1.067 2.404 -1.067  -0.6059
H 0.621 -0.225 -1.512  0.2588
O -2.860 -2.565 0.296  -0.9544
O -3.675 -0.450 -0.627  -0.9483
O 0.289 -3.439 0.080  -0.5966
H 4.181 -0.546 5.135  0.2188
H -1.014 5.184 0.208  0.1952
H 0.454 6.402 -1.388  0.2186
H 0.437 2.866 -5.088  0.2237
C -0.239 -0.145 0.477  -0.1983
H -0.784 -2.240 -1.444  0.2816
C -1.488 -4.383 3.700  -0.6229
H -0.812 5.538 -2.278  0.2198
O -1.707 2.150 -3.617  -0.5806
H -2.004 1.330 -1.179  0.2778
S -2.561 -1.240 -0.178  2.1503
C -1.127 -4.184 2.242  -0.0834
H 1.115 1.986 -6.463  0.2192
H 1.843 -1.362 4.771  0.1993
C 0.141 -2.655 0.979  0.8297
H -2.168 -3.601 4.026  0.2148
H -1.764 -1.123 -2.428  0.2550